1.
Here is C21H28N4O2S in the gas phase from the Open Molecules 2025 dataset. Energies are from ωB97M-V with the def2-TZVPD basis set.

Last column: Löwdin charge in e.
Element x y z (Å)
C1 1.7488 -0.1194 -3.6052  -0.11
C2 2.5089 1.1913 -3.7609  -0.27
C3 3.1115 1.6667 -2.4363  -0.20
C4 2.0829 1.9439 -1.4054  -0.59
N1 2.1571 1.5338 -0.1908  -0.01
N2 1.1352 1.8998 0.5793  0.01
C5 0.2533 2.5992 -0.0542  -0.57
N3 -0.9072 3.0399 0.5128  0.13
C6 -1.9534 3.4942 -0.2454  -0.48
O1 -1.8364 3.7011 -1.4331  0.01
C7 -3.2499 3.6180 0.5209  -0.08
C8 -3.8204 2.2053 0.7321  -0.07
C9 -2.9786 1.4573 1.7630  -0.45
O2 -2.4568 2.0820 2.6802  0.02
N4 -2.8365 0.1252 1.6561  -0.04
C10 -3.1900 -0.7033 0.5265  -0.14
C11 -1.9449 -0.9376 -0.3328  -0.12
C12 -0.8484 -1.6167 0.4938  -0.31
C13 0.4365 -1.7561 -0.3366  -0.13
C14 1.5223 -2.4650 0.4212  -0.24
C15 2.5851 -1.7527 0.9622  -0.04
C16 3.5721 -2.4063 1.6795  -0.08
C17 3.5080 -3.7766 1.8657  -0.10
C18 2.4529 -4.4936 1.3271  -0.09
C19 1.4674 -3.8405 0.6091  -0.05
C20 -0.5849 -0.8146 1.7706  -0.12
C21 -1.8834 -0.5427 2.5289  -0.12
S1 0.6262 2.8800 -1.7385  1.15
H1 1.3966 -0.4705 -4.5721  0.07
H2 2.3885 -0.8839 -3.1695  0.08
H3 0.8853 0.0132 -2.9576  0.05
H4 3.3180 1.0607 -4.4819  0.11
H5 1.8359 1.9606 -4.1466  0.09
H6 3.6826 2.5836 -2.6110  0.12
H7 3.7918 0.9136 -2.0338  0.12
H8 -1.0446 2.8521 1.5039  0.14
H9 -3.9456 4.2179 -0.0648  0.13
H10 -3.0779 4.0858 1.4908  0.12
H11 -3.8563 1.6949 -0.2279  0.11
H12 -4.8371 2.2821 1.1249  0.13
H13 -3.9967 -0.2601 -0.0550  0.11
H14 -3.5504 -1.6614 0.9169  0.13
H15 -2.2044 -1.5536 -1.1956  0.12
H16 -1.5803 0.0248 -0.7020  0.12
H17 -1.1966 -2.6180 0.7745  0.15
H18 0.2063 -2.3061 -1.2531  0.12
H19 0.7875 -0.7612 -0.6119  0.09
H20 2.6383 -0.6833 0.8180  0.09
H21 4.3944 -1.8425 2.0952  0.10
H22 4.2783 -4.2862 2.4261  0.10
H23 2.3992 -5.5640 1.4654  0.10
H24 0.6487 -4.4054 0.1846  0.11
H25 0.1004 -1.3647 2.4160  0.13
H26 -0.1083 0.1346 1.5161  0.10
H27 -1.6989 0.1035 3.3873  0.12
H28 -2.3321 -1.4794 2.8731  0.13

Atomic forces in eV per Å
0.1 0.2 -0.1
0.1 -0.2 0.2
0.1 0.1 -0.4
-0.6 0.5 -0.2
1.2 -0.5 -0.4
-1.1 0.5 1.1
0.4 0.0 -1.1
0.0 0.1 0.3
-0.3 0.2 0.5
-0.2 0.1 -0.3
-0.1 -0.1 -0.1
0.2 0.2 0.1
-0.4 -0.2 -0.2
0.1 0.3 0.3
-0.1 -0.1 0.2
0.0 0.0 -0.6
-0.2 -0.3 0.2
0.2 0.4 -0.2
-0.2 -0.2 0.2
0.1 0.0 -0.2
0.0 0.0 0.0
0.1 0.0 0.1
0.1 0.0 0.1
0.0 -0.1 0.0
0.0 0.0 0.0
-0.3 -0.2 0.0
0.4 0.1 0.4
0.6 -0.5 0.6
-0.1 -0.1 -0.1
0.0 -0.1 0.1
-0.1 -0.1 0.1
0.0 0.1 0.0
0.1 0.0 -0.1
0.1 -0.1 0.0
0.0 0.1 0.0
-0.1 0.0 -0.1
0.1 0.0 0.0
0.0 0.0 0.0
-0.1 0.0 0.0
0.0 -0.1 0.0
0.0 0.0 0.1
0.0 0.1 0.0
0.0 0.0 -0.1
0.0 0.1 -0.1
0.0 0.0 0.0
0.0 0.0 -0.1
0.0 0.1 -0.1
0.0 0.1 0.0
0.1 0.1 0.0
0.1 0.0 0.0
0.0 -0.1 0.0
-0.1 -0.1 -0.1
0.1 0.0 0.0
0.0 0.0 0.0
-0.1 -0.2 -0.1
0.0 0.0 0.0

Molecular weight (g/mol): 400.548
HOMO level (Eh): -0.327
Gap between HOMO and LUMO (eV): 9.57
SMILES: CCCc1nnc(NC(=O)CCC(=O)N2CCC(Cc3ccccc3)CC2)s1
Relative energy (zero: lowest compared OMol25 entry of this formula, charge and spin) (eV): 0.227


2.
Here is C21H28N4O4 in the gas phase from the Open Molecules 2025 dataset. Energies are from ωB97M-V with the def2-TZVPD basis set.

Last column: Löwdin charge in e.
Element x y z (Å)
C1 3.9832 -7.9640 1.7625  -0.12
O1 4.4881 -6.7100 1.3805  -0.19
C2 3.9360 -6.1916 0.1936  -0.22
C3 2.5200 -5.6301 0.3721  -0.08
C4 2.0430 -4.9860 -0.9166  -0.45
O2 2.6746 -5.0553 -1.9544  0.06
N1 0.8553 -4.3356 -0.8502  -0.05
C5 0.3937 -3.6073 -2.0169  -0.13
C6 -0.0952 -2.2209 -1.6169  -0.09
C7 -1.2945 -2.3116 -0.6535  -0.31
O3 -1.1895 -1.3568 0.3935  -0.02
C8 -1.4579 -0.0480 0.1616  -0.25
C9 -1.3032 0.7965 1.2652  0.01
C10 -1.5728 2.1432 1.1678  -0.02
C11 -2.0029 2.6891 -0.0406  -0.14
C12 -2.3014 4.1335 -0.2281  -0.45
O4 -2.1586 4.6931 -1.3056  0.05
N2 -2.7822 4.7773 0.8580  0.09
C13 -3.0830 6.2009 0.8278  -0.09
C14 -1.8397 7.0247 0.8246  -0.35
N3 -1.3861 7.7649 1.8027  0.09
C15 -0.2232 8.3042 1.3471  -0.12
C16 0.0373 7.8771 0.0725  -0.31
C17 1.1533 8.1566 -0.8658  -0.04
N4 -1.0115 7.0609 -0.2510  0.15
C18 -2.1278 1.8508 -1.1427  0.00
C19 -1.8675 0.4973 -1.0516  0.00
C20 -1.3266 -3.6851 0.0268  -0.10
C21 0.0807 -4.1653 0.3628  -0.15
H1 2.9389 -7.9075 2.0925  0.08
H2 4.0552 -8.6873 0.9409  0.09
H3 4.5979 -8.3015 2.5951  0.09
H4 3.9297 -6.9524 -0.5984  0.13
H5 4.6048 -5.3847 -0.1139  0.13
H6 1.8300 -6.4337 0.6416  0.12
H7 2.5256 -4.8961 1.1803  0.13
H8 -0.4061 -4.1627 -2.5208  0.13
H9 1.2413 -3.5378 -2.7028  0.12
H10 0.7132 -1.6926 -1.1067  0.14
H11 -0.3496 -1.6564 -2.5136  0.11
H12 -2.2425 -2.1605 -1.1882  0.15
H13 -0.9653 0.3641 2.1939  0.12
H14 -1.4123 2.7697 2.0335  0.11
H15 -2.8110 4.3079 1.7469  0.13
H16 -3.6839 6.4553 1.6991  0.13
H17 -3.6503 6.3988 -0.0885  0.13
H18 0.3516 8.9647 1.9644  0.10
H19 1.6422 7.2303 -1.1680  0.08
H20 0.7856 8.6535 -1.7639  0.08
H21 1.8853 8.7998 -0.3856  0.08
H22 -1.1482 6.5187 -1.0940  0.14
H23 -2.4380 2.2813 -2.0829  0.12
H24 -1.9847 -0.1168 -1.9299  0.10
H25 -1.9058 -3.6014 0.9466  0.13
H26 -1.8180 -4.4074 -0.6246  0.12
H27 0.0162 -5.1174 0.8965  0.12
H28 0.5566 -3.4306 1.0255  0.13

Atomic forces in eV per Å
0.0 0.0 0.0
0.0 0.1 0.1
-0.1 0.2 -0.2
0.5 -0.2 -0.1
-0.1 -0.1 0.3
0.4 -0.1 -0.2
-0.3 0.2 -0.2
0.1 0.2 -0.3
-0.2 -0.1 0.0
-0.1 -0.3 -0.3
0.0 0.1 0.2
0.0 0.3 0.1
0.0 -0.2 0.0
-0.1 0.0 -0.2
0.1 -0.3 -0.2
-0.2 -0.1 0.4
0.0 0.1 -0.3
-0.1 0.0 0.2
0.1 0.0 -0.3
-0.2 0.1 0.1
-0.7 -0.3 0.3
0.3 0.0 -0.4
0.2 0.2 0.2
-0.1 -0.1 0.0
0.0 0.1 0.0
0.0 0.3 0.2
0.0 -0.3 0.0
0.2 0.3 0.0
-0.1 -0.1 0.4
0.0 0.0 0.0
0.0 0.0 0.0
-0.1 -0.1 0.0
0.1 0.1 0.1
-0.1 -0.1 -0.1
-0.1 0.1 0.1
-0.1 0.0 0.1
0.1 0.0 -0.1
-0.2 0.0 0.1
0.0 0.0 0.0
0.0 0.0 0.0
0.1 0.0 0.1
0.0 0.0 0.1
0.0 0.0 0.1
0.0 0.0 -0.1
0.1 0.0 -0.1
0.0 0.0 0.2
0.2 0.2 0.0
0.1 0.0 0.0
0.1 0.1 -0.1
0.1 0.0 0.0
0.0 0.0 0.1
0.0 0.0 -0.1
0.0 -0.1 -0.1
0.0 0.0 -0.1
0.0 0.0 0.0
0.0 0.1 0.0
0.0 -0.1 0.0

Molecular weight (g/mol): 400.479
HOMO level (Eh): -0.301
Gap between HOMO and LUMO (eV): 8.67
SMILES: COCCC(=O)N1CCC(Oc2ccc(C(=O)NCc3ncc(C)[nH]3)cc2)CC1
Relative energy (zero: lowest compared OMol25 entry of this formula, charge and spin) (eV): 2.712


3.
Here is C21H28N4O4 in the gas phase from the Open Molecules 2025 dataset. Energies are from ωB97M-V with the def2-TZVPD basis set.

Last column: Löwdin charge in e.
Element x y z (Å)
C1 5.6733 5.4708 0.3294  -0.10
O1 5.4069 4.1672 0.7997  -0.18
C2 6.0733 3.1461 0.1060  -0.23
C3 5.6781 3.0116 -1.3777  -0.07
C4 4.1780 3.1852 -1.5800  -0.45
O2 3.7386 4.2193 -2.0512  0.05
N1 3.3624 2.1803 -1.1940  -0.04
C5 3.7297 0.8469 -0.7862  -0.14
C6 3.2802 -0.1661 -1.8448  -0.09
C7 1.7710 -0.0610 -2.0837  -0.32
O3 1.1393 -0.4899 -0.8875  -0.02
C8 -0.1671 -0.8575 -0.8926  -0.25
C9 -1.0014 -0.8992 -2.0063  0.00
C10 -2.3111 -1.3150 -1.8657  0.00
C11 -2.8322 -1.6781 -0.6287  -0.14
C12 -4.2542 -2.1226 -0.5866  -0.45
O4 -4.8248 -2.5648 -1.5670  0.06
N2 -4.8796 -1.9557 0.6043  0.07
C13 -6.2094 -2.4517 0.8558  -0.17
C14 -6.1859 -3.7435 1.6922  -0.13
C15 -5.5005 -3.5190 2.9967  -0.25
C16 -4.1286 -3.6700 3.2765  -0.14
N3 -3.8510 -3.3284 4.5188  0.03
N4 -5.0083 -2.9569 5.0550  -0.04
C17 -6.0319 -3.0520 4.1800  -0.06
C18 -1.9901 -1.6446 0.4818  -0.02
C19 -0.6794 -1.2430 0.3494  0.01
C20 1.4027 1.3884 -2.4281  -0.09
C21 1.9303 2.3340 -1.3501  -0.12
H1 5.2417 6.1488 1.0631  0.09
H2 5.2081 5.6507 -0.6434  0.08
H3 6.7534 5.6493 0.2595  0.09
H4 7.1647 3.2969 0.1629  0.12
H5 5.8196 2.2376 0.6583  0.12
H6 6.0333 2.0564 -1.7639  0.11
H7 6.1541 3.8082 -1.9522  0.12
H8 4.8024 0.7630 -0.6305  0.11
H9 3.2209 0.6192 0.1567  0.13
H10 3.5229 -1.1744 -1.5084  0.12
H11 3.7981 0.0266 -2.7856  0.13
H12 1.4939 -0.7314 -2.9102  0.15
H13 -0.6459 -0.6198 -2.9855  0.11
H14 -2.9610 -1.3627 -2.7264  0.12
H15 -4.3538 -1.6378 1.4020  0.12
H16 -6.6619 -2.6485 -0.1184  0.12
H17 -6.7861 -1.6811 1.3774  0.12
H18 -7.2131 -4.0721 1.8573  0.11
H19 -5.6569 -4.5144 1.1295  0.12
H20 -3.3560 -4.0259 2.6236  0.11
H21 -5.0427 -2.6616 6.0176  0.15
H22 -7.0368 -2.7977 4.4497  0.12
H23 -2.3346 -1.9579 1.4570  0.10
H24 -0.0181 -1.2242 1.2017  0.12
H25 0.3201 1.4971 -2.5013  0.11
H26 1.8448 1.6454 -3.3919  0.13
H27 1.7333 3.3722 -1.6202  0.12
H28 1.4475 2.1071 -0.3938  0.14

Atomic forces in eV per Å
0.0 0.1 -0.1
-0.2 -0.1 0.0
0.1 -0.2 0.0
-0.1 0.3 0.2
0.5 0.0 0.0
0.0 0.3 -0.1
-0.3 -0.1 0.1
0.2 -0.4 -0.1
-0.3 0.0 0.3
0.3 0.1 -0.7
0.0 -0.1 0.2
-0.3 -0.1 0.2
0.3 0.1 -0.1
-0.2 -0.1 0.2
0.3 0.0 -0.3
0.0 0.1 0.1
0.0 -0.1 -0.2
0.0 0.0 0.3
-0.2 -0.3 -0.1
-0.1 0.3 -0.1
-0.2 0.0 0.1
-0.4 0.1 0.2
0.8 0.0 0.4
-0.2 0.0 0.0
0.1 -0.1 -0.3
-0.1 0.0 -0.2
0.2 0.1 -0.1
0.0 -0.2 0.4
-0.3 0.3 -0.2
0.1 0.1 0.0
0.0 0.0 0.0
0.0 0.0 0.0
-0.1 -0.1 0.0
0.1 0.0 -0.1
0.1 0.0 0.0
-0.1 -0.1 0.0
0.0 0.0 0.1
0.1 0.0 0.0
0.0 -0.1 -0.1
0.0 0.0 0.0
0.0 0.1 0.2
0.1 0.1 -0.1
0.0 0.0 -0.1
0.0 0.1 -0.1
0.0 0.1 0.1
0.0 -0.1 -0.1
0.0 -0.1 -0.1
-0.1 0.0 0.0
0.2 -0.1 -0.1
0.1 -0.1 -0.2
-0.2 0.1 0.1
0.0 0.0 0.1
0.1 0.0 0.1
0.0 0.0 -0.1
0.0 0.0 -0.1
0.0 -0.2 0.1
0.0 0.1 0.0

Molecular weight (g/mol): 400.479
HOMO level (Eh): -0.319
Gap between HOMO and LUMO (eV): 9.37
SMILES: COCCC(=O)N1CCC(Oc2ccc(C(=O)NCCc3cn[nH]c3)cc2)CC1
Relative energy (zero: lowest compared OMol25 entry of this formula, charge and spin) (eV): 3.389


4.
Here is C21H28N6O7Ru as an isolated structure from the Open Molecules 2025 dataset. Energies are from ωB97M-V with the def2-TZVPD basis set.

Last column: Löwdin spin population.
Element x y z (Å)
Ru1 0.4673 0.7109 -0.3832  0.83
C1 -2.5284 -0.4493 5.7731  0.00
O1 -2.3088 0.9459 5.6367  0.00
C2 -1.7406 1.3961 4.5070  0.00
C3 -1.5877 2.7985 4.4376  0.00
C4 -1.0134 3.3436 3.3339  0.00
C5 -0.5809 2.5595 2.2306  0.00
C6 -0.1360 3.2067 1.0346  0.00
C7 0.3463 4.6223 1.0168  0.00
O2 -0.1281 2.6347 -0.0919  0.03
C8 -0.7196 1.1381 2.3224  0.00
O3 -0.2845 0.3023 1.4273  0.03
C9 -1.3157 0.5862 3.4763  0.00
H1 -3.0438 -0.5802 6.7191  0.00
H2 -1.5815 -0.9931 5.7949  0.00
H3 -3.1544 -0.8272 4.9617  0.00
H4 -1.9378 3.4030 5.2614  0.00
H5 -0.9269 4.4185 3.2814  0.00
H6 0.0908 5.2028 1.8947  0.00
H7 0.0051 5.1210 0.1117  0.00
H8 1.4366 4.5499 0.9625  0.00
H9 -1.3808 -0.4902 3.5304  0.00
N1 -1.3652 0.0819 -1.2440  -0.01
C10 -1.4189 -1.3468 -0.8768  0.00
C11 -2.5693 -2.1828 -1.4203  0.00
C12 -3.1537 -3.1434 -0.3767  0.00
C13 -2.3101 -4.3554 0.0179  0.00
N2 -1.0700 -3.9772 0.7032  0.00
C14 0.1698 -4.3617 0.4216  0.00
N3 0.4166 -5.4112 -0.3645  0.00
N4 1.1914 -3.7492 1.0290  0.00
C15 -0.0238 -1.8920 -1.2442  0.00
O4 0.1061 -2.8827 -1.9424  0.01
O5 0.9490 -1.2375 -0.6901  0.02
H10 -2.1696 0.6033 -0.9105  0.00
H11 -1.2809 0.2157 -2.2484  0.00
H12 -1.4519 -1.3283 0.2164  0.00
H13 -2.2036 -2.7405 -2.2852  0.00
H14 -3.3776 -1.5338 -1.7629  0.00
H15 -4.1043 -3.5317 -0.7443  0.00
H16 -3.3827 -2.5885 0.5406  0.00
H17 -2.0735 -4.9477 -0.8637  0.00
H18 -2.8915 -4.9829 0.6942  0.00
H19 -1.1581 -3.2594 1.4068  0.00
H20 -0.3210 -5.7843 -0.9345  0.00
H21 1.3404 -5.4992 -0.7545  0.00
H22 1.0560 -2.8044 1.3595  0.00
H23 2.1228 -3.9342 0.6944  0.00
O6 2.3427 1.4276 0.1033  0.03
N5 3.0055 1.7983 -0.9247  0.00
N6 2.4220 1.6638 -2.0383  -0.01
O7 1.1843 1.1528 -2.1540  0.07
C16 3.0928 2.0422 -3.2522  0.00
C17 4.2044 2.8711 -3.1956  0.00
C18 4.8340 3.2137 -4.3797  0.00
C19 4.3557 2.7419 -5.5952  0.00
C20 3.2411 1.9192 -5.6277  0.00
C21 2.5984 1.5607 -4.4518  0.00
H24 4.5647 3.2366 -2.2458  0.00
H25 5.7011 3.8594 -4.3511  0.00
H26 4.8515 3.0196 -6.5154  0.00
H27 2.8658 1.5494 -6.5722  0.00
H28 1.7325 0.9172 -4.4590  0.00

Atomic forces in eV per Å
-0.2 0.9 -0.5
0.0 0.0 0.0
0.0 0.0 0.0
0.0 -0.1 0.1
0.0 0.0 0.0
0.0 0.0 0.1
0.1 0.0 -0.1
-0.3 -0.1 0.1
0.0 0.0 0.0
0.5 -0.2 0.1
0.2 0.1 0.0
-0.3 -0.3 0.0
0.0 0.0 0.0
0.0 0.0 0.0
0.0 0.0 0.0
0.0 0.0 0.0
0.0 0.0 0.0
0.0 0.0 0.0
0.0 0.0 -0.1
0.0 0.0 0.0
0.0 0.0 0.0
0.0 0.0 0.0
0.2 0.0 0.3
0.0 0.0 0.0
0.0 -0.1 0.0
0.1 0.0 0.1
0.0 0.0 0.0
0.0 0.2 -0.1
0.0 -0.2 0.0
0.0 0.1 0.0
0.0 0.1 0.0
0.1 -0.2 0.1
0.0 -0.1 0.2
0.1 0.1 0.0
0.0 0.0 0.0
-0.1 0.0 0.0
0.0 0.0 0.0
-0.1 0.0 0.0
0.0 0.1 0.0
0.0 0.0 0.0
-0.1 0.0 0.0
0.1 0.1 0.0
0.0 -0.1 -0.1
0.0 0.0 0.0
0.0 0.0 0.0
0.0 0.0 0.0
0.0 0.0 -0.1
0.0 0.0 0.0
-0.2 -0.4 0.0
0.0 0.0 -0.1
0.0 0.1 0.1
0.1 0.0 0.0
0.0 0.0 0.0
0.0 0.0 0.0
0.0 0.0 0.0
0.0 0.0 0.0
0.0 0.0 0.0
0.0 0.0 0.0
0.0 0.0 0.0
0.0 0.0 0.0
0.0 0.0 0.0
0.0 0.0 0.0
0.0 0.0 0.0

Total charge: +1
Molecular weight (g/mol): 577.560
HOMO level (spin up / spin down) (Eh): -0.385 / -0.383
Gap between HOMO and LUMO (spin up / spin down) (eV): 8.21 / 7.58
Spin multiplicity: 2
<S²>: 0.754
Relative energy (zero: lowest compared OMol25 entry of this formula, charge and spin) (eV): 0.607